15
Properties=species:S:1:pos:R:3 method="wB97M-V/def2-TZVPD" homo_lumo_gap_ev=9.7015 total_energy_ev=-7704.79157 de_lowest_ev=4.494 max_force_ev_per_a=6.17 homo_energy_ev=-21.8 total_charge=+2
H -1.00 1.47 2.15
N -0.84 0.70 1.50
N 0.00 0.94 0.68
C 0.71 2.16 0.46
C 0.31 -0.26 -0.23
N -0.49 -1.29 -0.24
C -0.43 -2.39 -1.16
H 1.68 2.04 -0.06
H 0.97 2.51 1.48
H 0.30 3.13 0.07
H 1.04 -0.09 -1.10
H -1.18 -1.15 0.60
H -0.61 -2.01 -2.26
H -1.09 -3.13 -0.71
H 0.61 -2.61 -1.16

50
Properties=species:S:1:pos:R:3 method="wB97M-V/def2-TZVPD" homo_lumo_gap_ev=8.2027 total_energy_ev=-50278.66116 de_lowest_ev=0.869 max_force_ev_per_a=1.60 homo_energy_ev=-10.5 total_charge=+1
Sc -0.09 0.18 0.08
C -1.01 -1.21 -2.56
C -2.24 -1.19 -1.65
N -1.93 -1.42 -0.24
C -1.75 -2.79 0.21
C -0.29 -3.19 0.28
C 0.09 -4.52 0.41
C 1.44 -4.82 0.44
C 2.37 -3.81 0.32
C 1.92 -2.50 0.20
C 2.92 -1.37 0.07
N 2.39 -0.10 -0.43
C 2.46 0.11 -1.88
C 1.35 -0.57 -2.68
N 0.00 -0.18 -2.24
N 0.62 -2.21 0.20
H -1.34 -1.14 -3.60
H -0.51 -2.18 -2.45
H -2.92 -1.95 -2.05
H -2.73 -0.22 -1.71
H -2.55 -0.86 0.33
H -2.28 -3.51 -0.43
H -2.18 -2.89 1.21
H -0.66 -5.30 0.47
H 1.76 -5.85 0.54
H 3.43 -4.03 0.32
H 3.75 -1.72 -0.56
H 3.35 -1.19 1.06
H 2.91 0.65 0.02
H 3.41 -0.26 -2.29
H 2.44 1.19 -2.05
H 1.43 -1.65 -2.54
H 1.53 -0.37 -3.74
H -0.29 0.71 -2.64
O 0.06 0.59 2.39
C 0.44 1.92 2.75
C 0.93 2.85 1.65
C 1.37 4.11 2.05
C 1.71 5.03 1.09
C 1.61 4.69 -0.26
C 1.19 3.42 -0.56
N 0.86 2.51 0.36
H -0.91 0.55 2.44
H 1.22 1.85 3.50
H -0.42 2.42 3.21
H 1.43 4.36 3.10
H 2.05 6.02 1.37
H 1.85 5.40 -1.04
H 1.09 3.09 -1.59
O -1.53 1.19 0.15

10
Properties=species:S:1:pos:R:3 method="wB97M-V/def2-TZVPD" homo_lumo_gap_ev=9.9102 total_energy_ev=-12344.51672 de_lowest_ev=3.091 max_force_ev_per_a=4.74 homo_energy_ev=-9.7
C -1.21 -1.51 -0.60
C -0.81 -0.19 -0.52
F -1.43 1.04 -0.94
C 0.37 0.54 0.05
F 0.21 1.81 0.69
C 1.32 -0.15 0.66
F 1.49 -1.52 0.47
H -0.49 -2.34 -0.04
H -2.30 -2.06 -0.64
H 2.30 0.24 1.22

66
Properties=species:S:1:pos:R:3 method="wB97M-V/def2-TZVPD" homo_lumo_gap_ev="6.3923 / 6.2330" total_energy_ev=-119105.36448 de_lowest_ev=1.405 max_force_ev_per_a=0.70 homo_energy_ev="-2.4 / -2.4" multiplicity=2 total_charge=-2
Hg 0.52 -0.93 0.67
N -2.41 -4.29 1.39
C -1.48 -3.43 1.82
N -1.57 -2.31 1.14
C -2.58 -2.56 0.27
N -3.13 -3.75 0.38
C -2.94 -1.58 -0.77
C -3.87 -1.85 -1.77
N -4.14 -0.97 -2.72
C -3.48 0.18 -2.68
C -2.56 0.46 -1.68
N -2.30 -0.42 -0.72
H -2.57 -5.24 1.67
H -0.75 -3.65 2.58
H -4.38 -2.81 -1.80
H -3.68 0.89 -3.46
H -2.00 1.39 -1.64
S 2.02 -2.66 1.65
C 2.86 -3.19 0.20
C 4.22 -3.44 0.32
C 4.98 -3.97 -0.72
C 6.36 -4.25 -0.53
N 7.48 -4.46 -0.36
C 4.33 -4.24 -1.94
C 2.99 -3.96 -2.08
C 2.20 -3.45 -1.04
S 0.52 -3.16 -1.31
C 5.05 -4.79 -3.05
N 5.62 -5.25 -3.94
H 4.71 -3.23 1.26
H 2.50 -4.16 -3.03
C -1.68 5.00 0.46
O -2.32 4.13 1.37
P -1.74 2.58 1.40
O -2.73 2.08 2.57
C -3.39 0.82 2.45
O -0.37 2.79 2.23
C -0.37 3.24 3.59
H -2.16 5.97 0.52
H -1.77 4.64 -0.58
H -0.62 5.12 0.69
H -3.63 0.51 3.47
H -2.73 0.07 2.00
H -4.30 0.92 1.85
H 0.67 3.32 3.90
H -0.90 2.53 4.23
H -0.86 4.22 3.67
Cl -2.60 0.96 6.28
C -0.27 -0.17 5.87
Cl 0.81 1.02 6.46
Cl -0.46 -1.59 6.82
C -0.31 -0.35 4.48
N -0.33 -0.50 3.33
C 0.76 0.73 -0.57
C 1.00 1.44 -1.52
C 1.29 2.29 -2.64
C 0.81 3.60 -2.69
C 1.09 4.41 -3.78
C 1.85 3.93 -4.84
C 2.33 2.62 -4.79
C 2.05 1.81 -3.71
H 0.23 3.98 -1.86
H 0.71 5.42 -3.80
H 2.06 4.56 -5.69
H 2.92 2.24 -5.61
H 2.42 0.79 -3.67

13
Properties=species:S:1:pos:R:3 method="wB97M-V/def2-TZVPD" homo_lumo_gap_ev=10.6086 total_energy_ev=-8808.71248 de_lowest_ev=1.816 max_force_ev_per_a=0.94 homo_energy_ev=-10.1
N 0.50 1.63 -1.11
C 1.57 1.52 -0.53
O 2.54 1.31 0.08
H 0.29 2.39 -1.74
C 0.70 -0.73 1.43
C -0.42 -1.26 0.95
H 0.69 0.18 2.02
H 1.67 -1.18 1.26
H -0.42 -2.17 0.37
H -1.39 -0.80 1.11
O -1.76 -0.28 -1.53
H -1.08 0.30 -1.15
H -1.23 -0.99 -1.92

124
Properties=species:S:1:pos:R:3 method="wB97M-V/def2-TZVPD" homo_lumo_gap_ev=6.7288 total_energy_ev=-90292.74411 max_force_ev_per_a=1.22 homo_energy_ev=-10.7 total_charge=+1
C 4.13 -5.58 1.66
C 3.89 -4.91 0.34
O 4.15 -5.40 -0.70
O 3.38 -3.63 0.36
C 2.24 -3.42 1.19
C 1.29 -2.48 0.43
C 1.43 -1.06 0.87
N 2.30 -0.32 0.15
C 2.56 0.97 0.37
C 1.90 1.65 1.38
C 2.18 3.10 1.59
C 1.30 4.02 0.69
C 2.15 4.61 -0.43
I 1.20 6.22 -1.44
C 1.00 0.91 2.15
C 0.31 1.70 3.25
O 0.79 1.82 4.32
O -0.83 2.30 2.90
C 0.76 -0.45 1.93
C -0.23 -1.21 2.78
F -0.15 -0.76 4.05
F 0.11 -2.53 2.86
C -1.68 -1.08 2.23
C -2.72 -0.65 3.26
Si -4.46 -0.41 2.56
C -5.69 -0.44 3.97
C -4.52 1.33 1.81
C -4.92 -1.65 1.23
C -4.39 -2.94 1.11
C -4.84 -3.79 0.11
C -5.81 -3.39 -0.79
C -6.35 -2.12 -0.69
C -5.90 -1.26 0.31
H 4.60 -6.54 1.47
H 3.18 -5.73 2.17
H 4.74 -4.95 2.29
H 1.71 -4.35 1.39
H 2.55 -2.99 2.14
H 1.57 -2.55 -0.62
H 0.28 -2.82 0.59
H 2.80 -0.77 -0.61
H 3.29 1.47 -0.26
H 2.10 3.40 2.63
H 3.22 3.26 1.30
H 0.95 4.85 1.30
H 0.43 3.51 0.30
H 3.06 4.98 0.00
H 2.39 3.85 -1.16
H -1.02 2.17 1.96
H -1.94 -2.07 1.87
H -1.67 -0.43 1.35
H -2.71 -1.34 4.10
H -2.43 0.32 3.66
H -5.47 -1.19 4.73
H -6.68 -0.65 3.58
H -5.73 0.55 4.43
H -4.02 2.01 2.50
H -4.03 1.35 0.84
H -5.56 1.62 1.71
H -3.66 -3.29 1.82
H -4.45 -4.80 0.02
H -6.19 -4.06 -1.55
H -7.13 -1.80 -1.37
H -6.33 -0.27 0.38
C 4.39 4.39 -3.23
C 5.08 3.20 -2.61
O 4.48 2.40 -1.88
N 6.39 3.03 -2.86
C 7.26 3.86 -3.67
H 3.35 4.39 -2.94
H 4.85 5.32 -2.89
H 4.45 4.33 -4.32
H 6.79 2.22 -2.41
H 7.68 3.26 -4.49
H 8.08 4.24 -3.07
H 6.72 4.69 -4.10
C -2.46 11.41 -1.68
C -1.85 10.08 -2.04
O -1.53 9.79 -3.18
N -1.65 9.18 -1.03
C -1.94 9.32 0.38
H -2.56 12.00 -2.58
H -3.46 11.27 -1.24
H -1.83 11.94 -0.97
H -1.23 8.32 -1.36
H -1.03 9.22 0.97
H -2.64 8.54 0.69
H -2.38 10.29 0.59
C -5.87 -5.56 3.56
C -7.06 -5.86 2.67
O -7.48 -5.05 1.86
N -7.66 -7.07 2.81
C -7.31 -8.15 3.71
H -5.52 -4.56 3.32
H -6.16 -5.60 4.61
H -5.07 -6.27 3.38
H -8.44 -7.20 2.19
H -7.07 -9.05 3.15
H -8.15 -8.37 4.37
H -6.45 -7.88 4.32
C -0.70 5.61 -5.42
C 0.30 4.53 -5.06
O 1.36 4.80 -4.51
N -0.03 3.25 -5.36
C -1.23 2.75 -6.01
H -0.30 6.57 -5.12
H -0.87 5.63 -6.50
H -1.64 5.44 -4.91
H 0.68 2.58 -5.10
H -1.74 2.05 -5.35
H -0.97 2.24 -6.93
H -1.90 3.57 -6.24
C 6.17 -7.70 -0.93
C 7.04 -8.87 -0.54
O 6.59 -9.86 0.00
N 8.37 -8.79 -0.83
C 9.09 -7.70 -1.47
H 5.15 -7.92 -0.64
H 6.49 -6.80 -0.41
H 6.20 -7.53 -2.00
H 8.90 -9.60 -0.55
H 9.57 -8.05 -2.38
H 9.86 -7.31 -0.80
H 8.41 -6.89 -1.72

80
Properties=species:S:1:pos:R:3 method="wB97M-V/def2-TZVPD" homo_lumo_gap_ev="6.5758 / 5.4122" total_energy_ev=-108417.01766 max_force_ev_per_a=0.95 homo_energy_ev="-13.7 / -13.7" multiplicity=2 total_charge=+2
Cu 0.30 -0.43 0.06
C 1.74 2.88 -2.39
C 0.89 1.89 -1.90
N 1.12 1.33 -0.71
C 2.17 1.76 0.02
C 3.00 2.75 -0.50
N 2.78 3.29 -1.69
C 2.34 1.12 1.33
C 3.26 1.45 2.31
C 3.25 0.74 3.52
C 2.29 -0.26 3.71
C 1.40 -0.54 2.69
N 1.46 0.14 1.54
C 0.31 -1.53 2.71
C 0.10 -2.47 3.72
N -0.95 -3.28 3.71
C -1.80 -3.19 2.70
C -1.58 -2.31 1.64
N -0.53 -1.49 1.66
C 4.25 1.01 4.56
C 3.90 1.00 5.91
C 4.90 1.22 6.86
N 6.16 1.44 6.52
C 6.50 1.47 5.24
C 5.58 1.26 4.22
H 1.57 3.34 -3.36
H 0.03 1.55 -2.45
H 3.86 3.12 0.05
H 3.97 2.25 2.17
H 2.25 -0.81 4.64
H 0.80 -2.59 4.54
H -2.68 -3.82 2.73
H -2.24 -2.28 0.79
H 2.88 0.85 6.22
H 4.67 1.22 7.91
H 7.55 1.65 5.02
H 5.90 1.27 3.19
C -0.35 -7.52 -4.16
C 0.83 -6.57 -3.91
C 2.13 -7.31 -4.27
C 0.70 -5.38 -4.87
C 0.85 -6.16 -2.39
O 1.29 -7.26 -1.59
C -0.52 -5.74 -1.80
C -1.37 -4.66 -2.48
C -2.48 -4.15 -1.58
C -3.31 -5.01 -0.87
C -4.34 -4.53 -0.09
C -4.57 -3.16 -0.01
Cl -5.87 -2.55 0.94
C -3.77 -2.28 -0.73
C -2.73 -2.78 -1.50
C 1.94 -5.12 -1.99
N 1.54 -3.73 -1.94
C 0.87 -3.13 -0.96
N 0.69 -1.85 -1.27
C 1.32 -1.71 -2.47
N 1.84 -2.83 -2.90
H -0.33 -7.84 -5.20
H -1.32 -7.05 -3.99
H -0.29 -8.43 -3.55
H 2.01 -7.77 -5.25
H 2.38 -8.09 -3.56
H 2.98 -6.62 -4.34
H 0.70 -5.76 -5.89
H 1.55 -4.70 -4.78
H -0.22 -4.81 -4.73
H 0.83 -8.06 -1.87
H -0.31 -5.44 -0.76
H -1.11 -6.65 -1.73
H -1.82 -5.06 -3.38
H -0.77 -3.80 -2.80
H -3.16 -6.08 -0.92
H -4.98 -5.22 0.46
H -3.99 -1.22 -0.69
H -2.11 -2.09 -2.07
H 2.81 -5.22 -2.63
H 2.23 -5.41 -0.98
H 0.51 -3.63 -0.08
H 1.37 -0.79 -3.03

27
Properties=species:S:1:pos:R:3 method="wB97M-V/def2-TZVPD" homo_lumo_gap_ev=9.4262 total_energy_ev=-17641.53394 de_lowest_ev=5.287 max_force_ev_per_a=10.26 homo_energy_ev=-8.9
C -0.93 -2.58 2.30
C -1.59 -1.33 1.52
N -0.55 -0.78 0.67
C -0.82 -0.18 -0.56
O -1.87 -0.34 -1.30
C 0.25 0.18 -1.39
C 1.75 0.46 -0.80
C 2.36 1.52 -1.78
C 1.25 1.75 -2.77
N 0.06 1.46 -1.95
C -1.97 -0.31 2.55
O -2.33 -0.65 3.72
O -1.45 0.90 2.42
H -1.46 -2.67 3.37
H 0.24 -2.27 2.48
H -0.97 -3.31 1.69
H -2.36 -1.76 0.71
H 0.33 -0.14 1.07
H 0.53 -0.69 -1.87
H 2.54 -0.45 -0.89
H 1.67 0.90 0.22
H 3.26 1.43 -2.23
H 2.35 2.46 -1.27
H 1.20 0.87 -3.46
H 1.34 2.70 -3.34
H -0.97 1.43 -2.43
H -1.86 1.39 3.31